Arrangement a

C3H9NS | ωB97M-V with the def2-TZVPD basis set

Bonds (Å) are listed after each position.
Atoms and positions in Å:
1 N -0.682 -2.686 -0.191  C2 1.461, H6 1.013, H7 1.013
2 C -0.694 -1.240 0.015  N1 1.461, C3 1.526, H8 1.086, H9 1.092
3 C 0.686 -0.671 0.332  C2 1.526, C4 1.517, H10 1.093, H11 1.091
4 C 0.772 0.799 0.696  C3 1.517, S5 1.825, H12 1.080, H13 1.092
5 S -0.132 1.924 -0.422  C4 1.825, H14 1.337
6 H -0.289 -2.935 -1.090  N1 1.013
7 H -0.120 -3.120 0.532  N1 1.013
8 H -1.045 -0.749 -0.889  C2 1.086
9 H -1.389 -1.011 0.825  C2 1.092
10 H 1.211 -1.308 1.048  C3 1.093
11 H 1.258 -0.789 -0.590  C3 1.091
12 H 1.795 1.138 0.759  C4 1.080
13 H 0.300 1.027 1.653  C4 1.092
14 H 0.583 1.667 -1.522  S5 1.337

Output
2S+1: 1
Structure (SMILES): NCCCS
Charge: 0
LUMO, eV: 0.94
Highest occupied orbital energy, eV: -9.0055
Orbital gap, eV: 9.95

Arrangement b

C3H9NS | ωB97M-V with the def2-TZVPD basis set

Bonds (Å) are listed after each position.
Atoms and positions in Å:
1 C 1.764 2.465 0.406  N2 1.250, H3 1.088, H4 1.170
2 N 1.599 1.867 -0.679  C1 1.250, H5 1.043
3 H 2.724 2.483 0.916  C1 1.088
4 H 0.823 2.620 1.084  C1 1.170
5 H 2.530 1.704 -1.120  N2 1.043
6 C -1.963 0.272 0.138  C7 1.543, H9 1.115, H10 1.089, H11 1.087
7 C -1.584 -1.199 0.407  C6 1.543, S8 1.953, H12 1.210, H13 1.141
8 S 0.217 -1.693 -0.167  C7 1.953, H14 1.372
9 H -1.449 0.930 0.878  C6 1.115
10 H -1.902 0.600 -0.898  C6 1.089
11 H -3.029 0.376 0.322  C6 1.087
12 H -1.840 -1.724 1.467  C7 1.210
13 H -2.320 -1.759 -0.261  C7 1.141
14 H 0.500 -0.447 -0.667  S8 1.372

Output
2S+1: 1
Structure (SMILES): C=N.CCS
Charge: 0
LUMO, eV: 1.00
Highest occupied orbital energy, eV: -8.7602
Orbital gap, eV: 9.76

Which one sits at the bottom of the stability order? arrangement b does.

Arrangement a

C3H9NS | ωB97M-V with the def2-TZVPD basis set

Bonds (Å) are listed after each position.
Atoms and positions in Å:
1 N 0.903 -1.597 1.395  C2 1.481, H6 1.015, H7 1.023
2 C 0.919 -0.299 0.682  N1 1.481, C3 1.621, H8 1.080, H9 1.090
3 C -0.351 -0.243 -0.324  C2 1.621, C4 1.580, H10 1.095, H11 1.114
4 C -0.414 1.250 -0.834  C3 1.580, S5 1.787, H12 1.101, H13 1.102
5 S -1.386 1.281 -2.334  C4 1.787, H14 1.362
6 H 0.121 -2.024 1.882  N1 1.015
7 H 1.568 -1.472 2.163  N1 1.023
8 H 1.894 -0.366 0.221  C2 1.080
9 H 0.819 0.589 1.305  C2 1.090
10 H -1.300 -0.486 0.165  C3 1.095
11 H -0.066 -0.881 -1.191  C3 1.114
12 H -0.800 1.981 -0.108  C4 1.101
13 H 0.547 1.699 -1.135  C4 1.102
14 H -2.456 0.568 -1.887  S5 1.362

Output
2S+1: 1
Structure (SMILES): NCCCS
Charge: 0
LUMO, eV: 1.05
Highest occupied orbital energy, eV: -8.8518
Orbital gap, eV: 9.90

Arrangement b

C3H9NS | ωB97M-V with the def2-TZVPD basis set

Bonds (Å) are listed after each position.
Atoms and positions in Å:
1 N 1.488 -1.293 -0.477  C2 1.503, H6 1.019, H7 1.016
2 C 0.037 -1.086 -0.148  N1 1.503, C3 1.553, H8 1.088, H9 1.085
3 C -0.413 0.295 -0.698  C2 1.553, C4 1.542, H10 1.090, H11 1.086
4 C -0.334 1.436 0.336  C3 1.542, S5 1.868, H12 1.086, H13 1.084
5 S -1.466 1.274 1.813  C4 1.868, H14 1.316
6 H 1.630 -0.801 -1.358  N1 1.019
7 H 1.615 -2.294 -0.593  N1 1.016
8 H -0.628 -1.803 -0.625  C2 1.088
9 H -0.033 -1.086 0.934  C2 1.085
10 H 0.212 0.701 -1.493  C3 1.090
11 H -1.456 0.185 -0.981  C3 1.086
12 H -0.616 2.333 -0.208  C4 1.086
13 H 0.590 1.504 0.899  C4 1.084
14 H -0.628 0.635 2.600  S5 1.316

Output
2S+1: 1
Structure (SMILES): NCCCS
Charge: 0
LUMO, eV: 1.02
Highest occupied orbital energy, eV: -9.0345
Orbital gap, eV: 10.05

Which one sits at the bottom of the stability order? arrangement a does.